Entry 1:
The molecule C4H5F at a distorted geometry. Source: OMol25; level of theory: ωB97M-V/def2-TZVPD.

## Properties
SMILES: C=CC(=C)F
Highest occupied orbital energy (eV): -9.1
Largest force on an atom (eV Å⁻¹): 1.9
Relative energy (zero: lowest compared OMol25 entry of this formula, charge and spin) (kJ/mol): 29.05

Positions of all 10 atoms, in Å:
1 C 0.566 0.414 -1.638
2 C -0.276 0.007 -0.682
3 C 0.185 -0.148 0.717
4 C -0.659 -0.308 1.744
5 F 1.512 -0.226 0.845
6 H 0.341 0.621 -2.647
7 H 1.606 0.606 -1.415
8 H -1.290 -0.059 -1.037
9 H -1.709 -0.399 1.366
10 H -0.277 -0.508 2.748

Entry 2:
A cluster of 2 separate species, C4H5F in total at a distorted geometry. Source: OMol25; level of theory: ωB97M-V/def2-TZVPD.

## Properties
Highest occupied orbital energy (eV): -9.9
Largest force on an atom (eV Å⁻¹): 3.5
Relative energy (zero: lowest compared OMol25 entry of this formula, charge and spin) (kJ/mol): 398.22

Positions of all 10 atoms, in Å:
1 C -1.927 -0.320 -0.627
2 C -2.971 -0.387 0.059
3 C 2.025 1.055 0.210
4 C 1.638 -0.172 -0.068
5 F 2.589 -1.210 -0.072
6 H -3.626 -0.016 0.827
7 H -2.962 -1.347 -0.572
8 H 1.452 1.879 0.155
9 H 3.017 1.114 0.535
10 H 0.765 -0.595 -0.447

Entry 3:
The molecule C4H5F2N at a distorted geometry. Source: OMol25; level of theory: ωB97M-V/def2-TZVPD.

## Properties
Highest occupied orbital energy (eV): -8.9
Largest force on an atom (eV Å⁻¹): 7.0
Relative energy (zero: lowest compared OMol25 entry of this formula, charge and spin) (kJ/mol): 237.84

Positions of all 12 atoms, in Å:
1 C -0.539 0.657 1.365
2 C 0.210 -0.262 -1.010
3 C -0.403 -1.216 0.114
4 C 0.722 1.003 -0.333
5 N -0.926 -0.556 1.267
6 F -0.696 1.557 2.235
7 F 0.369 2.162 -0.884
8 H 0.940 -0.892 -1.526
9 H -0.630 0.016 -1.627
10 H -1.106 -1.928 -0.206
11 H 0.495 -1.705 0.382
12 H 1.564 1.166 0.224

Entry 4:
The molecule C4H5F2N at a distorted geometry. Source: OMol25; level of theory: ωB97M-V/def2-TZVPD.

## Properties
Highest occupied orbital energy (alpha / beta) (eV): -7.9 / -7.9
Largest force on an atom (eV Å⁻¹): 5.1
Relative energy (zero: lowest compared OMol25 entry of this formula, charge and spin) (kJ/mol): 284.80

Positions of all 12 atoms, in Å:
1 C -1.236 0.580 0.138
2 C 0.196 1.128 -0.043
3 C -0.464 -1.544 0.015
4 C 1.193 0.067 0.099
5 N -1.440 -0.626 0.254
6 F 1.848 -0.227 1.266
7 F 2.092 -0.208 -0.890
8 H -2.231 1.213 0.125
9 H 0.240 1.535 -1.099
10 H 0.215 2.091 0.551
11 H -0.251 -1.673 -1.011
12 H -0.160 -2.336 0.595